This record from the OMol25 dataset describes C3H8N2O in the gas phase at a distorted geometry. The level of theory is wB97M-V/def2-TZVPD.

The LUMO energy comes out at 0.6156 eV. The energy above the lowest of the compared OMol25 structures with the same formula, charge and spin comes out at 348.1 kJ/mol. The highest occupied orbital energy comes out at -0.342 Ha. The spin multiplicity is 1. Its SMILES is CC/[N+]([O-])=N/C.

Structure (XYZ):
```
14
Properties=species:S:1:pos:R:3:forces:R:3
C -0.573 -1.187 1.476 0.1 0.0 -0.1
C 0.606 2.040 -0.906 0.5 0.0 -0.2
C -0.539 -1.275 -0.047 -0.5 -0.8 0.5
N -0.250 1.014 -0.405 1.5 -4.2 -0.4
N 0.313 -0.225 -0.587 -2.2 5.1 0.5
O 1.391 -0.443 -1.118 0.3 -0.3 -0.1
H -0.832 -0.172 1.769 0.0 0.0 0.0
H -1.322 -1.868 1.869 0.0 -0.1 0.0
H 0.395 -1.446 1.900 0.1 0.0 0.0
H 0.759 1.923 -1.983 0.1 0.1 -0.1
H 1.601 1.985 -0.445 0.0 0.1 0.0
H 0.150 3.004 -0.698 0.0 0.0 0.0
H -0.153 -2.239 -0.385 0.0 0.2 -0.1
H -1.545 -1.111 -0.441 0.3 0.0 -0.1
```
Positions in Å, forces in eV/Å.

=====

This record from the OMol25 dataset describes 2 unconnected molecules or ions with the total composition C9H15FN4 at a distorted geometry. The level of theory is wB97M-V/def2-TZVPD.

The LUMO energy comes out at -7.2411 eV. The energy above the lowest of the compared OMol25 structures with the same formula, charge and spin comes out at 0.0 kJ/mol. The highest occupied orbital energy comes out at -0.573 Ha. The spin multiplicity is 1. The charge is +2.

Structure (XYZ):
```
29
Properties=species:S:1:pos:R:3:forces:R:3
C -3.916 0.678 0.686 -1.1 1.8 -2.0
C -3.460 -0.497 1.117 1.7 -1.0 -0.5
C -2.669 0.510 -1.428 -0.9 -0.2 2.3
C -3.499 1.173 -0.612 -0.6 -0.2 0.8
C -2.435 -1.132 0.316 -0.8 -1.1 1.5
C -0.961 -1.211 -1.567 -0.2 -0.3 1.0
C 4.780 0.212 0.772 1.5 -2.1 -0.6
C 2.895 1.610 1.743 -0.1 0.2 0.1
C 2.714 0.501 -0.343 0.9 2.3 1.7
N -1.161 -1.348 -2.824 0.6 0.2 -1.2
N -2.177 -0.661 -0.906 2.4 -0.7 -1.2
N -1.795 -2.258 0.743 0.4 -1.0 0.2
N 3.475 0.828 0.639 -1.9 -0.4 -0.1
F -4.005 2.303 -1.050 -0.3 0.7 0.2
H -4.715 1.298 1.104 0.3 -0.5 0.5
H -3.783 -1.022 1.992 -0.1 0.1 0.4
H -2.256 0.986 -2.263 0.4 0.0 -1.4
H 4.973 -0.269 -0.217 0.1 0.5 0.8
H 5.716 0.782 1.034 -1.6 0.1 0.0
H 4.645 -0.657 1.457 0.3 0.8 -0.1
H 2.769 1.047 2.649 0.7 -0.6 0.4
H 3.566 2.417 1.863 0.6 1.0 0.6
H 1.887 1.992 1.603 0.1 0.0 -1.0
H 1.789 1.042 -0.370 -0.7 -0.5 -0.3
H 3.157 -0.039 -1.112 0.2 -1.1 -1.4
H -1.947 -1.045 -3.353 -1.5 0.2 -0.2
H -1.679 -2.636 1.708 -0.9 1.3 -0.9
H -1.466 -2.981 0.104 0.0 0.8 -0.2
H -0.443 -1.624 -3.486 0.5 -0.2 0.6
```
Positions in Å, forces in eV/Å.

=====

This record from the OMol25 dataset describes a gas-phase ion, C5H7OS (charge -1) at a distorted geometry. The level of theory is wB97M-V/def2-TZVPD.

The LUMO energy comes out at 3.7609 eV. The energy above the lowest of the compared OMol25 structures with the same formula, charge and spin comes out at 12.6 kJ/mol. The highest occupied orbital energy comes out at -0.106 Ha. The spin multiplicity is 1. Its SMILES is C/C=C(\C)C([O-])=S. The charge is -1.

Structure (XYZ):
```
14
Properties=species:S:1:pos:R:3:forces:R:3
C -0.807 0.871 -0.123 2.1 -0.2 -3.2
C -0.921 0.202 0.980 -2.0 -0.1 0.8
C -1.916 0.698 2.035 -0.8 0.8 -1.2
C 0.189 0.564 -1.304 -5.0 -2.7 1.6
C -0.167 -1.002 1.264 -0.5 0.4 2.8
O -1.897 0.263 3.169 0.7 -0.9 0.8
S -3.050 1.879 1.471 -0.5 0.3 0.3
H -1.513 1.613 -0.343 -0.6 1.3 0.1
H 0.857 1.295 -1.402 3.2 2.7 -0.3
H -0.436 0.558 -2.193 0.0 0.1 -0.4
H 0.533 -0.451 -1.189 0.9 -0.1 -0.1
H 0.276 -1.396 0.431 1.1 -1.2 -2.0
H -0.730 -1.751 1.843 0.2 0.3 -0.2
H 0.565 -0.529 1.889 1.2 -0.8 0.9
```
Positions in Å, forces in eV/Å.

=====

This record from the OMol25 dataset describes CH4N2O in the gas phase at a distorted geometry. The level of theory is wB97M-V/def2-TZVPD.

The LUMO energy comes out at 0.8534 eV. The energy above the lowest of the compared OMol25 structures with the same formula, charge and spin comes out at 398.6 kJ/mol. The highest occupied orbital energy comes out at -0.333 Ha. The spin multiplicity is 1. Its SMILES is [H]/N=C/NO.

Structure (XYZ):
```
8
Properties=species:S:1:pos:R:3:forces:R:3
C -0.257 0.144 0.649 -3.7 -3.4 -0.8
H 1.744 0.563 -1.472 -2.5 0.9 1.1
H 0.233 -1.277 -0.954 0.3 2.8 2.1
H -0.132 1.246 0.777 0.4 -1.2 0.6
H -1.737 -0.211 1.712 -2.0 1.5 2.5
N 0.576 -0.413 -0.330 -0.6 -1.2 0.3
N -1.299 -0.599 0.959 4.0 0.5 -1.8
O 0.812 0.738 -1.046 4.2 0.2 -4.1
```
Positions in Å, forces in eV/Å.